# 1
Here is a structure of composition C5H6O from the OMol25 dataset. Energies are from ωB97M-V with the def2-TZVPD basis set.

The energy above the lowest of the compared OMol25 structures with the same formula, charge and spin is 160.6 kcal per mole. Its frontier orbital gap (spin up / spin down) is 8.1887 / 8.3876 eV. The HOMO energy (spin up / spin down) is -7.880 / -7.988 eV. The net charge is 0.

Atoms and positions in Å:
C1 -0.87451 1.86394 -1.72129
C2 -0.65530 1.09044 -0.82580
C3 -0.40508 0.17070 0.28549
C4 1.06883 0.08843 0.57900
O1 1.21400 -0.99138 -0.16164
C5 -0.13437 -1.25380 -0.22340
H1 -1.05463 2.54638 -2.52495
H2 -1.10000 0.32173 1.11563
H3 1.89364 0.73792 0.83523
H4 0.49259 -1.17427 2.08901
H5 0.03663 -1.68749 1.69795
H6 -0.48180 -1.71260 -1.14523

=====

# 2
Here is a cluster of 14 separate species, C42H111BN9O21 in total in a non-equilibrium geometry from the OMol25 dataset. Energies are from ωB97M-V with the def2-TZVPD basis set.

The energy above the lowest of the compared OMol25 structures with the same formula, charge and spin is 0.0 kcal per mole. Its frontier orbital gap is 8.7991 eV. The HOMO energy is -6.625 eV. The net charge is -1.

Atoms and positions in Å:
O1 2.49920 -1.15912 -1.68898
C1 1.76198 -0.43090 -1.09667
O2 0.75963 -0.78269 -0.33040
B1 0.05179 0.41725 0.16864
O3 0.97849 1.52727 -0.13130
C2 1.93521 1.11473 -0.91522
O4 2.74380 1.80959 -1.46167
O5 -0.30001 0.19878 1.57992
C3 -1.62345 0.36058 1.70633
O6 -2.23276 0.30853 2.72138
C4 -2.19307 0.73683 0.32177
O7 -1.21228 0.60473 -0.56456
O8 -3.35036 0.81993 0.04323
C5 4.10534 -1.26827 -4.43291
C6 5.42282 -1.24008 -5.20017
C7 6.56696 -0.68320 -4.37406
O9 6.29108 0.65322 -3.99248
C8 7.21346 1.07888 -3.01205
N1 5.73431 -2.56795 -5.72485
H1 3.74347 -0.25815 -4.25128
H2 4.05053 -1.85250 -3.51635
H3 3.38754 -1.78163 -5.08624
H4 5.28534 -0.51196 -6.01229
H5 7.44424 -0.61777 -5.04241
H6 6.91786 -1.36707 -3.59352
H7 7.06357 0.58118 -2.05003
H8 7.02694 2.13708 -2.83085
H9 8.24716 0.94833 -3.34643
H10 6.62825 -2.55994 -6.21021
H11 5.05759 -2.77771 -6.45198
C9 5.60910 3.05588 2.78399
C10 4.56797 2.45339 1.86441
C11 3.14370 2.85606 2.23513
O10 2.78144 2.59716 3.57076
C12 1.51228 3.12348 3.90388
N2 4.90470 2.78658 0.47690
H12 6.62288 2.81204 2.46447
H13 5.51998 2.71645 3.81797
H14 5.51940 4.14731 2.83195
H15 4.66788 1.37191 1.98362
H16 2.49756 2.30618 1.53906
H17 2.95546 3.91642 2.01259
H18 0.73177 2.75046 3.23535
H19 1.47948 4.21681 3.88315
H20 1.31144 2.81252 4.92742
H21 4.96741 3.78724 0.31559
H22 4.16728 2.46762 -0.15802
C13 -8.55048 0.46081 1.83328
C14 -7.75590 0.80938 0.56545
C15 -7.71048 -0.36018 -0.42222
O11 -7.08087 -1.50642 0.10641
C16 -5.71236 -1.41740 0.44113
N3 -8.46777 1.93750 -0.06560
H23 -8.49539 1.25457 2.57861
H24 -8.04953 -0.42830 2.23038
H25 -9.59069 0.18052 1.67159
H26 -6.72397 1.08481 0.80342
H27 -7.22185 0.02332 -1.32932
H28 -8.69458 -0.73355 -0.70457
H29 -5.15364 -2.33141 0.24438
H30 -5.54396 -1.17862 1.49592
H31 -5.25994 -0.60716 -0.13630
H32 -8.94060 2.46390 0.65813
H33 -7.84387 2.62665 -0.47718
C17 0.73777 -0.83423 4.63198
C18 2.00917 -1.31451 3.91691
C19 1.88829 -2.63816 3.19891
O12 1.30245 -3.59500 4.04776
C20 1.16829 -4.86195 3.47354
N4 2.43442 -0.33319 2.89937
H34 -0.16224 -1.06713 4.06097
H35 0.75203 0.23795 4.82275
H36 0.70514 -1.33322 5.60446
H37 2.75381 -1.38845 4.71766
H38 2.84327 -2.93075 2.74361
H39 1.28273 -2.44978 2.29542
H40 0.38285 -4.92529 2.71028
H41 0.80997 -5.55831 4.23590
H42 2.09439 -5.26030 3.04759
H43 1.60557 -0.25668 2.31295
H44 2.60445 0.58962 3.28775
C21 -0.43060 3.61903 -2.88174
C22 -0.73477 4.01807 -1.44337
C23 0.48167 4.73735 -0.87781
O13 0.25973 4.94523 0.50732
C24 1.02592 5.95757 1.12894
N5 -1.89146 4.95481 -1.41530
H45 0.51564 3.08813 -2.99662
H46 -0.29268 4.47342 -3.55199
H47 -1.25895 3.01899 -3.25731
H48 -1.03776 3.13771 -0.87990
H49 0.58904 5.72980 -1.33780
H50 1.42440 4.20007 -1.03133
H51 2.07931 5.67185 1.06943
H52 0.78371 6.01930 2.18770
H53 0.81132 6.92486 0.66932
H54 -1.77155 5.52044 -0.56784
H55 -1.66930 5.69393 -2.08756
C25 -5.07525 -4.40328 -2.48227
C26 -4.90035 -2.93387 -2.84429
C27 -3.59847 -2.29238 -2.31812
O14 -2.48080 -2.64664 -3.09803
C28 -1.26409 -1.97117 -2.86064
N6 -4.91022 -2.75168 -4.31161
H56 -5.95402 -4.83474 -2.96477
H57 -5.22980 -4.57228 -1.41590
H58 -4.20808 -4.97098 -2.82885
H59 -5.76584 -2.39314 -2.45683
H60 -3.38489 -2.46259 -1.25584
H61 -3.75549 -1.20963 -2.44024
H62 -0.52226 -2.36115 -3.56228
H63 -0.79706 -2.34225 -1.93892
H64 -1.40360 -0.89272 -2.91791
H65 -4.74645 -1.75968 -4.48224
H66 -4.02167 -3.14271 -4.62912
C29 1.77743 -4.23221 0.02459
C30 2.06556 -4.97184 -1.30228
C31 0.79119 -5.28969 -2.03904
O15 -0.02825 -6.15473 -1.31643
C32 -1.21868 -6.49280 -1.97729
N7 2.97376 -4.20908 -2.14211
H67 1.34271 -3.26420 -0.24433
H68 2.68030 -3.95743 0.57215
H69 1.08823 -4.76503 0.67555
H70 2.55806 -5.90564 -1.00700
H71 1.03049 -5.68712 -3.03892
H72 0.31879 -4.32694 -2.30723
H73 -1.04391 -7.21321 -2.78477
H74 -1.74245 -5.58606 -2.30404
H75 -1.87393 -6.97788 -1.24930
H76 2.45915 -3.39461 -2.45472
H77 3.80877 -3.93172 -1.64490
C33 2.99777 -0.10977 -8.45971
C34 1.72437 -0.02878 -7.62126
C35 1.55821 1.32516 -6.95569
O16 0.58248 1.37561 -5.92208
C36 1.00165 0.75696 -4.71616
N8 0.59849 -0.42689 -8.47570
H78 3.03450 -1.13061 -8.84510
H79 3.89024 -0.01908 -7.83249
H80 3.13217 0.58917 -9.28567
H81 1.84445 -0.74111 -6.79829
H82 1.17990 2.00683 -7.72565
H83 2.48556 1.73471 -6.53943
H84 1.75501 1.35121 -4.19559
H85 1.30352 -0.28442 -4.86574
H86 0.05556 0.65914 -4.17864
H87 -0.25629 -0.16165 -7.98002
H88 0.56316 0.21757 -9.26656
C37 1.83765 -0.24560 8.13825
C38 0.86343 0.59060 8.93561
C39 -0.56692 0.49337 8.39567
O17 -0.60619 1.06439 7.10812
C40 -1.75753 0.70633 6.38248
N9 0.82334 0.15432 10.32297
H89 1.92814 0.03243 7.08425
H90 1.53716 -1.29785 8.13011
H91 2.84049 -0.14333 8.55844
H92 1.16490 1.63251 8.80747
H93 -1.23802 1.06449 9.04421
H94 -0.87304 -0.55901 8.44660
H95 -1.84413 -0.38071 6.26295
H96 -1.70421 1.12792 5.38130
H97 -2.67138 1.03273 6.89471
H98 0.78522 -0.84407 10.48416
H99 1.64499 0.44013 10.84300
O18 -4.35884 3.50967 -1.27191
H100 -4.00898 2.61085 -1.30073
H101 -3.56382 4.09452 -1.18571
O19 5.22243 -2.52396 -0.64176
H102 4.96330 -2.37320 0.27505
H103 5.06909 -1.67585 -1.07923
C41 -5.50675 0.88087 3.75790
O20 -6.09175 1.75819 4.71335
H104 -6.15971 0.04237 3.49825
H105 -5.20838 1.45506 2.88552
H106 -4.62577 0.34441 4.12522
H107 -5.84995 1.44361 5.58723
C42 -2.74376 3.71386 2.22485
O21 -1.70968 4.67351 2.32252
H108 -3.74563 4.06457 2.48098
H109 -2.82102 3.27437 1.22740
H110 -2.61339 2.88066 2.92532
H111 -1.09543 4.45981 1.59910

=====

# 3
Here is a cluster of 5 separate species, C13H20BF3NO14P in total in a non-equilibrium geometry from the OMol25 dataset. Energies are from ωB97M-V with the def2-TZVPD basis set.

The energy above the lowest of the compared OMol25 structures with the same formula, charge and spin is 0.0 kcal per mole. As for the structure (SMILES): N=P(O)(O)BC(F)(F)F.O=C1OCCO1.O=C1OCCO1.O=C1OCCO1.O=C1OCCO1. Its frontier orbital gap is 9.0798 eV. The HOMO energy is -8.900 eV. The net charge is 0.

Atoms and positions in Å:
N1 1.66715 -4.12409 4.05181
P1 1.40792 -2.67686 3.58416
O1 0.30388 -2.57008 2.43064
O2 0.68486 -1.74381 4.70279
B1 2.99069 -1.72817 3.01112
C1 2.88520 -0.30184 2.26556
F1 3.75850 0.59937 2.75878
F2 1.65151 0.26919 2.39629
F3 3.10365 -0.37130 0.93601
H1 2.63759 -4.39418 3.94940
H2 -0.06720 -1.68618 2.29837
H3 1.13836 -1.85321 5.54761
H4 4.05978 -2.12693 3.31239
C2 -0.15904 0.57487 -0.27011
C3 -0.90541 0.80052 -1.57093
O3 -1.49314 -0.49201 -1.80447
C4 -1.60479 -1.13245 -0.62708
O4 -2.22232 -2.13694 -0.44927
O5 -0.93094 -0.47123 0.34193
H5 -0.14189 1.43916 0.38786
H6 0.85922 0.21586 -0.42315
H7 -1.70899 1.52350 -1.46032
H8 -0.26464 1.08006 -2.40129
C5 -5.54857 1.41570 1.04769
C6 -4.34529 0.54172 0.73672
O6 -3.44813 1.48983 0.14001
C7 -3.77672 2.73095 0.55941
O7 -3.11339 3.70045 0.35999
O8 -4.95103 2.70938 1.21987
H9 -6.07584 1.13693 1.95501
H10 -6.25060 1.46870 0.21465
H11 -3.87467 0.13907 1.63421
H12 -4.54170 -0.26575 0.03723
C8 2.70561 -4.00157 -1.89922
C9 1.43112 -4.42792 -1.18994
O9 1.81586 -4.32780 0.18813
C10 2.82916 -3.46496 0.28091
O10 3.25509 -3.03027 1.31620
O11 3.31234 -3.13803 -0.92476
H13 2.54198 -3.45007 -2.81987
H14 3.37976 -4.83845 -2.08419
H15 0.60077 -3.74301 -1.36565
H16 1.11882 -5.44458 -1.40690
C11 0.66867 5.58272 -3.24855
C12 -0.28623 4.64767 -2.52638
O12 0.04856 3.38137 -3.10918
C13 1.31551 3.44284 -3.58615
O13 1.93369 2.50029 -3.96362
O14 1.76500 4.71526 -3.56106
H17 1.02293 6.40965 -2.64022
H18 0.25057 5.96394 -4.18123
H19 -0.09629 4.60092 -1.45331
H20 -1.33693 4.86178 -2.69789